{
  "formula": "C29H19F5IN2PPdS",
  "method": "wB97M-V/def2-TZVPD",
  "symbols": ["F", "H", "S", "C", "F", "C", "C", "N", "H", "H", "H", "C", "C", "C", "C", "C", "H", "C", "I", "N", "H", "C", "H", "C", "H", "F", "C", "H", "H", "H", "C", "C", "H", "C", "C", "H", "C", "C", "C", "C", "C", "F", "C", "C", "H", "Pd", "C", "C", "H", "P", "F", "H", "H", "C", "H", "H", "C", "C", "C"],
  "coordinates": [[2.79227, 0.74224, -5.58290], [-5.55469, -1.94692, 0.25382], [3.44035, -0.44216, -0.57855], [-1.37363, 2.62876, 2.59609], [7.04332, 1.26749, -3.65564], [-0.26969, -0.85114, 3.22268], [-1.47969, -4.14458, -1.86288], [-0.32342, -2.08661, -1.59293], [-1.14552, -0.37485, -2.34615], [-3.16388, -1.57005, -3.27773], [-3.33597, -4.03590, -2.92745], [-0.48449, 3.41062, 0.49142], [-2.24145, -1.54316, 0.81558], [-2.48468, -3.48148, -2.55424], [4.93001, 1.02162, -4.64983], [0.34041, -0.09079, 2.23201], [3.52859, -0.17858, 3.38085], [1.85312, -1.15374, 4.31422], [1.13789, -4.24476, -0.24901], [0.27341, 0.65361, -0.53796], [-0.42672, 5.53757, 0.23709], [-0.41897, -3.39400, -1.39967], [-1.99622, 4.14910, 3.97287], [-3.45368, -2.18802, 0.62833], [-1.51950, -5.20886, -1.68232], [1.81839, -0.12325, -3.28661], [-1.57799, 3.94128, 2.99616], [-5.43701, 0.52112, 0.19059], [-1.33601, -1.03560, 3.19216], [2.44211, -1.57643, 5.11832], [-4.60617, -1.44540, 0.40029], [-2.16612, -0.14842, 0.79009], [-1.63110, 1.81121, 3.25985], [3.11220, 0.21684, -3.30932], [0.48825, -1.38431, 4.25994], [0.00740, -1.98094, 5.02518], [3.60291, 0.66346, -4.52238], [-3.32665, 0.58608, 0.56314], [3.91318, 0.10753, -2.17024], [2.46386, -0.37004, 3.34079], [-0.69479, 4.72156, 0.89608], [5.40867, 1.44842, -5.82009], [-1.29253, -1.44418, -2.24999], [-2.39308, -2.11434, -2.75161], [-1.34385, -2.12596, 0.98940], [1.24993, -1.03793, -0.66402], [5.25000, 0.47959, -2.34417], [-0.82820, 2.36584, 1.34304], [-3.28180, 1.66833, 0.53573], [-0.52775, 0.66666, 0.80413], [6.09359, 0.40788, -1.31025], [2.18174, 0.77625, 1.55055], [-0.04362, 3.17483, -0.46923], [-4.54126, -0.06079, 0.36723], [-1.39785, 6.00902, 2.46033], [-3.50023, -3.26971, 0.66146], [-1.24050, 4.98540, 2.14508], [5.75596, 0.92585, -3.54929], [1.71117, 0.16477, 2.30992]],
  "forces_ev_per_angstrom": [[0.0, 0.0, 0.0], [0.0, 0.0, 0.0], [0.0, 0.0, 0.6], [0.0, 0.1, 0.0], [0.0, 0.0, 0.0], [0.0, 0.0, 0.1], [0.0, -0.1, -0.1], [-0.5, 0.2, 0.7], [0.0, 0.0, 0.1], [0.0, 0.0, 0.0], [0.0, 0.0, 0.0], [0.0, 0.0, 0.1], [-0.1, 0.0, 0.1], [0.0, 0.0, 0.0], [-0.1, 0.0, -0.1], [-0.1, 0.2, -0.1], [0.0, 0.0, 0.0], [0.0, 0.0, 0.0], [-0.3, 0.2, -0.3], [0.2, 0.1, -0.5], [0.0, 0.0, 0.0], [0.2, -0.1, 0.2], [0.0, 0.0, 0.0], [0.0, 0.0, 0.0], [0.0, 0.0, 0.0], [0.0, 0.0, 0.0], [0.0, -0.1, 0.0], [0.0, 0.0, 0.0], [0.0, 0.0, 0.0], [0.0, 0.0, 0.0], [0.0, 0.0, 0.0], [0.1, 0.0, 0.0], [0.0, 0.0, 0.0], [0.1, 0.0, 0.1], [-0.1, 0.0, 0.0], [0.0, 0.0, 0.0], [0.0, 0.0, -0.1], [0.0, 0.0, 0.0], [0.0, 0.2, -0.3], [0.0, 0.0, 0.0], [0.0, 0.0, 0.0], [0.0, 0.0, 0.0], [0.0, 0.0, -0.2], [0.1, 0.0, -0.1], [0.0, 0.0, 0.0], [0.6, -0.5, -1.0], [-0.1, 0.0, 0.0], [-0.2, 0.0, -0.2], [0.0, 0.0, 0.0], [0.1, -0.2, 0.9], [0.0, 0.0, 0.0], [0.0, 0.0, 0.0], [0.0, 0.0, 0.0], [0.0, 0.0, 0.0], [0.0, 0.0, 0.0], [0.0, 0.0, 0.0], [0.0, 0.0, 0.0], [0.1, 0.0, 0.1], [-0.1, 0.0, 0.1]],
  "lowdin_charge": [0.12, 0.10, 0.63, -0.08, 0.12, -0.10, -0.12, -0.12, 0.10, 0.11, 0.12, -0.07, -0.12, -0.05, -0.15, -0.30, 0.11, -0.08, 0.91, -0.34, 0.10, -0.77, 0.10, -0.08, 0.10, 0.05, -0.08, 0.10, 0.10, 0.10, -0.08, -0.28, 0.11, -0.23, -0.08, 0.10, -0.15, -0.07, -0.51, -0.07, -0.08, 0.12, -0.12, -0.04, 0.09, 0.52, -0.26, -0.30, 0.11, 0.74, 0.07, 0.06, 0.09, -0.08, 0.10, 0.11, -0.09, -0.15, -0.13],
  "charge": 0,
  "lumo_ha": -0.0224,
  "molar_mass_g_mol": 786.8,
  "e_above_lowest_kj_mol": 0.0,
  "e_homo_ev": -7.46
}

{
  "formula": "C4H12N2",
  "method": "wB97M-V/def2-TZVPD",
  "symbols": ["C", "H", "H", "C", "H", "H", "C", "N", "C", "H", "H", "N", "H", "H", "H", "H", "H", "H"],
  "coordinates": [[-0.69388, 1.02694, 0.72866], [2.68777, -0.87629, 1.06756], [0.13842, -1.26555, 2.65886], [-1.22095, -0.77270, -0.95995], [0.08874, 1.67180, 1.12948], [-1.03844, 0.37114, 1.52772], [-0.15127, 0.18628, -0.42877], [1.73972, -0.51621, 1.03010], [1.09554, -0.59818, -0.07796], [0.79893, 1.86123, -1.19138], [-2.10215, -0.20017, -1.25549], [0.35172, 1.02221, -1.53849], [-0.39410, 1.28692, -2.16972], [1.05156, -0.88101, 2.03117], [-1.48560, -1.47733, -0.17301], [-1.51554, 1.64517, 0.36481], [-0.85459, -1.32034, -1.82977], [1.50410, -1.16391, -0.91381]],
  "forces_ev_per_angstrom": [[0.2, -0.3, -0.1], [-0.2, -0.6, -0.3], [1.8, 0.5, -0.8], [0.3, 0.2, 0.1], [0.0, 0.0, 0.0], [0.0, 0.1, 0.1], [-0.1, 0.2, 0.1], [-0.1, 0.6, -1.2], [1.2, 0.2, 0.0], [0.0, 0.0, 0.0], [0.0, -0.1, 0.0], [-0.1, -0.3, 0.0], [0.0, 0.0, 0.0], [-2.7, -0.5, 2.1], [-0.1, 0.0, 0.0], [0.0, 0.0, 0.0], [0.0, 0.0, 0.0], [0.1, 0.1, -0.1]],
  "lowdin_charge": [-0.06, 0.09, -0.02, -0.04, 0.08, 0.04, -0.62, 0.05, -0.14, 0.08, 0.09, 0.07, 0.08, -0.06, 0.09, 0.08, 0.08, 0.13],
  "charge": 0,
  "lumo_ha": 0.0170,
  "molar_mass_g_mol": 88.2,
  "e_above_lowest_kj_mol": 323.3,
  "e_homo_ev": -7.77
}

{
  "formula": "C3H9N2O2",
  "method": "wB97M-V/def2-TZVPD",
  "symbols": ["H", "C", "N", "N", "H", "C", "H", "H", "H", "H", "O", "O", "H", "C", "H", "H"],
  "coordinates": [[-2.19045, -1.51044, -1.25123], [1.29690, 0.13605, 1.28857], [-1.66793, -0.71267, -1.64350], [2.47871, 0.73369, 1.66068], [0.33098, -1.34202, 0.18732], [1.17104, -0.69704, -0.01305], [3.25194, 0.70655, 1.03573], [2.33886, 1.56263, 2.25097], [-1.17347, 0.30220, 0.13457], [-2.08086, -0.37151, -2.47834], [0.27563, 0.36288, 1.92462], [-3.18191, 0.30609, -0.13604], [0.80298, -0.02726, -0.78426], [-1.96973, 0.37883, -0.62934], [-1.75794, 1.34206, -1.19581], [2.07523, -1.17004, -0.35091]],
  "forces_ev_per_angstrom": [[0.0, 0.5, -0.7], [-1.7, 0.2, -0.5], [1.0, -0.3, 1.1], [-0.4, 0.3, 0.5], [0.1, -0.6, -0.2], [0.1, 1.1, 1.4], [0.4, 0.2, -0.3], [0.3, -0.7, -0.5], [-0.1, 0.0, -0.1], [-0.8, -0.3, -0.8], [1.2, -0.2, 0.1], [-0.8, 0.0, 0.3], [0.0, 0.1, -0.1], [0.2, 0.2, 0.0], [0.2, -0.1, -0.1], [0.4, -0.4, 0.0]],
  "lowdin_charge": [0.04, -0.56, -0.05, 0.12, 0.07, -0.02, 0.07, 0.11, 0.03, 0.00, 0.02, -0.35, 0.06, -0.66, 0.07, 0.05],
  "charge": -1,
  "lumo_ha": 0.1240,
  "molar_mass_g_mol": 105.1,
  "e_above_lowest_kj_mol": 246.8,
  "e_homo_ev": -2.03
}

{
  "formula": "C6H6N2",
  "method": "wB97M-V/def2-TZVPD",
  "symbols": ["C", "C", "C", "N", "H", "H", "N", "C", "H", "C", "H", "H", "H", "C"],
  "coordinates": [[-0.30892, 1.11682, 0.45366], [-0.70630, -1.39841, 0.45408], [-2.36038, 0.35939, -0.29906], [0.47561, -1.71462, 0.41313], [-3.16029, -0.38448, -0.68042], [3.32546, 0.45675, -1.32098], [1.03030, 1.18913, 0.45201], [2.91773, -0.18046, -0.49276], [3.15621, -1.16902, -0.12980], [1.82205, 0.24260, 0.04965], [-0.64695, 2.12658, 0.75497], [-2.70476, 1.32944, -0.53664], [-1.68930, -1.95983, 0.68021], [-1.15045, -0.01390, 0.20195]],
  "forces_ev_per_angstrom": [[2.1, 1.4, 0.5], [-2.3, 0.6, 0.0], [-1.4, -3.4, -0.7], [1.2, -0.8, 0.2], [1.6, 0.8, 1.0], [0.2, -1.0, 1.0], [-0.1, -1.7, -0.3], [-0.1, 0.2, -0.8], [0.8, -0.2, -0.7], [-2.0, 1.4, 0.9], [-0.8, -1.0, -0.3], [0.4, 1.2, 0.1], [1.7, -0.3, -0.2], [-1.0, 2.9, -0.7]],
  "lowdin_charge": [-0.10, -0.27, 0.06, 0.17, 0.10, 0.09, 0.08, 0.01, 0.06, -0.19, 0.13, 0.05, 0.14, -0.31],
  "charge": 0,
  "lumo_ha": [-0.0328, -0.0238],
  "molar_mass_g_mol": 106.1,
  "e_above_lowest_kj_mol": 513.1,
  "e_homo_ev": [-7.45, -9.00]
}

{
  "formula": "C17H14BrCaNO4",
  "method": "wB97M-V/def2-TZVPD",
  "symbols": ["H", "O", "C", "C", "C", "H", "C", "O", "H", "Br", "C", "C", "C", "Ca", "H", "C", "O", "H", "O", "H", "H", "C", "N", "C", "H", "C", "C", "H", "H", "C", "C", "C", "C", "H", "H", "H", "H", "C"],
  "coordinates": [[-4.08258, 2.69059, -1.89430], [1.67229, 0.48675, 0.68913], [-0.65428, 3.57172, -2.42243], [2.20471, -3.54083, 3.34711], [-3.67838, 1.67706, -1.89825], [-1.62559, 3.87967, -2.79805], [0.03148, 4.10231, -1.27898], [0.17926, -0.80171, -0.42117], [-0.31345, -2.87950, 1.12472], [-1.49308, 2.27743, 1.90318], [0.64109, -2.79751, 1.66207], [1.39939, 2.53012, -2.27464], [0.19045, 2.61266, -3.03863], [-0.12592, 1.56969, -0.26581], [-4.05854, 0.98456, 0.21191], [3.14383, -2.56689, 2.96685], [1.60742, -5.31506, 4.64319], [0.20735, -4.32401, 3.14949], [3.62924, -4.49540, 4.92873], [2.24257, 1.87138, -2.47241], [4.08293, -2.51399, 3.50722], [0.92887, -3.61487, 2.74912], [2.51457, -4.49206, 4.36331], [2.83050, -1.71128, 1.91341], [-2.95466, -1.34424, -0.60997], [-3.08302, 1.00978, -3.00425], [1.57334, -1.79790, 1.28910], [-0.34917, 4.85761, -0.59147], [3.54271, -0.94370, 1.60096], [1.12771, -0.65594, 0.42906], [-3.67567, 0.77224, -0.79025], [-3.10599, -0.45623, -1.22304], [1.33089, 3.50596, -1.22716], [2.12755, 3.73644, -0.50018], [-2.92198, 1.43599, -3.99227], [-2.30143, -1.08851, -3.22336], [-0.04125, 2.07823, -3.95271], [-2.74315, -0.31058, -2.59922]],
  "forces_ev_per_angstrom": [[0.2, -0.2, 0.0], [-0.3, -2.0, -0.2], [0.9, 0.0, 0.5], [-0.5, 1.2, -1.0], [0.2, -0.7, 0.2], [0.1, -0.2, 0.3], [0.3, -0.1, -0.8], [1.8, -0.2, 1.7], [0.5, 0.3, 0.4], [-0.2, 0.3, 0.9], [0.4, 0.5, 0.1], [-0.2, 0.7, -0.2], [0.3, 0.4, 0.9], [-1.0, 0.1, -1.4], [0.2, -0.1, -0.4], [-0.3, -0.6, -0.2], [1.9, 1.2, -0.1], [0.2, 0.1, -0.3], [-1.8, 0.2, -1.1], [-0.1, 0.2, 0.0], [-0.1, 0.0, -0.2], [0.6, -0.2, -0.2], [-0.2, -1.8, 1.9], [-0.2, -0.2, 0.4], [0.0, 0.2, -0.1], [-0.3, -0.4, 0.5], [-0.1, -0.5, 0.7], [0.1, -0.2, -0.2], [-0.5, -0.2, 0.1], [-0.9, 1.7, -1.4], [0.0, 0.0, -0.5], [0.0, 0.5, -0.5], [-0.3, -0.2, -0.1], [-0.6, -0.2, -0.4], [0.0, -0.1, 0.1], [0.0, 0.2, 0.1], [0.0, -0.2, 0.3], [-0.3, 0.3, 0.5]],
  "lowdin_charge": [0.05, -0.17, -0.19, -0.18, -0.23, 0.08, -0.25, -0.12, 0.13, -0.35, 0.02, -0.26, -0.20, 1.03, 0.04, 0.01, 0.02, 0.11, 0.03, 0.07, 0.11, 0.01, -0.33, 0.00, 0.05, -0.24, -0.10, 0.07, 0.12, -0.61, -0.24, -0.23, -0.29, 0.08, 0.05, 0.05, 0.07, -0.23],
  "charge": -2,
  "lumo_ha": 0.1055,
  "molar_mass_g_mol": 416.3,
  "e_homo_ev": -0.34
}

{
  "formula": "C5H16NO2",
  "method": "wB97M-V/def2-TZVPD",
  "symbols": ["H", "C", "O", "H", "H", "H", "H", "C", "C", "N", "H", "O", "H", "H", "C", "C", "H", "H", "H", "H", "H", "H", "H", "H"],
  "coordinates": [[1.20591, -1.72940, 2.05800], [1.06453, -1.06964, 1.22398], [-2.60312, -1.79320, -2.37511], [-0.39568, 1.59268, -1.52577], [2.64631, 3.78564, 0.16986], [-1.40576, -1.61801, -0.57582], [1.99951, -0.55089, 1.04946], [-0.06533, 1.41244, -0.50199], [-0.74634, 0.27888, 0.23579], [-0.60847, -0.98794, -0.57815], [-1.79574, 0.49541, 0.42375], [2.16869, 3.52198, 0.96664], [-0.28897, 2.32752, 0.01464], [-3.21863, -2.53703, -2.43939], [0.60819, -1.79520, -0.02827], [-0.06319, -0.07197, 1.55146], [0.25328, -2.79053, 0.11632], [-0.78488, -0.56485, 2.17790], [1.02252, 1.32245, -0.45770], [-0.40348, -0.73818, -1.54040], [2.83803, 3.62511, 1.66651], [-3.05528, -1.10332, -2.87065], [1.31844, -1.80685, -0.85183], [0.30948, 0.79492, 2.09077]],
  "forces_ev_per_angstrom": [[0.2, -0.4, 0.3], [-0.3, 0.7, -0.3], [-0.3, -0.2, 0.0], [-0.1, -0.4, -0.1], [-0.1, 0.0, 0.1], [-0.4, 0.4, -0.2], [0.1, 0.1, -0.1], [0.2, 0.2, 0.1], [0.2, 0.2, 0.1], [1.1, -0.5, 0.6], [-0.1, -0.1, -0.4], [0.6, -0.1, 0.2], [0.0, 0.4, 0.4], [0.2, 0.0, 0.0], [-0.4, 0.9, -0.8], [0.3, -0.3, -0.1], [-0.2, -0.7, 0.3], [-0.3, -0.2, 0.4], [0.0, -0.1, -0.2], [-0.4, -0.1, -0.2], [-0.4, 0.0, -0.3], [0.0, 0.2, -0.1], [0.2, -0.1, 0.2], [-0.1, 0.1, -0.1]],
  "lowdin_charge": [0.12, -0.14, -0.04, 0.09, 0.04, 0.14, 0.12, -0.03, -0.30, 0.09, 0.16, -0.07, 0.09, 0.07, -0.06, -0.12, 0.12, 0.12, 0.09, 0.15, 0.05, 0.06, 0.13, 0.13],
  "charge": 1,
  "lumo_ha": -0.1041,
  "molar_mass_g_mol": 122.2,
  "e_above_lowest_kj_mol": 0.0,
  "e_homo_ev": -14.36
}

{
  "formula": "C5H15N2O",
  "method": "wB97M-V/def2-TZVPD",
  "symbols": ["C", "H", "H", "H", "H", "H", "H", "C", "H", "C", "H", "O", "H", "H", "N", "C", "H", "N", "H", "H", "H", "H", "C"],
  "coordinates": [[-0.29478, -0.84009, 0.57219], [0.26885, 1.48687, -2.72433], [-0.77122, 1.03421, -1.49539], [-0.66496, -2.15629, 2.26164], [2.01259, -0.37577, -0.57970], [0.55397, -2.73726, 1.40779], [2.05152, 2.05497, -1.36509], [-1.68786, -0.23444, 0.65874], [2.59659, 0.92488, 0.70989], [1.14347, 1.65957, -0.85595], [-1.79196, 0.51578, 1.44285], [-1.94926, 0.23344, -0.69677], [0.41479, 0.05353, -1.89552], [0.81670, 0.03571, 2.10789], [0.66805, 0.20320, 1.01372], [-0.28294, -2.19518, 1.19567], [-2.35450, 1.09809, -0.58737], [0.30614, 1.03692, -1.80549], [0.01879, -0.90630, -0.53305], [0.75457, 2.54380, -0.27353], [-2.45873, -1.10313, 0.72199], [-1.04922, -2.76974, 0.66245], [1.69941, 0.43719, 0.05736]],
  "forces_ev_per_angstrom": [[1.3, 1.3, -1.1], [0.4, -0.2, 0.0], [1.9, -0.5, 0.1], [-0.2, 0.4, -1.0], [0.3, -0.4, -0.1], [2.9, -1.2, -0.6], [-0.7, -0.2, 0.0], [-1.4, -3.2, -1.5], [-1.7, -1.4, -2.0], [4.4, 0.1, 1.9], [0.0, 0.0, -0.3], [-0.3, 1.8, 0.4], [0.8, -1.0, -0.5], [0.6, 0.7, -3.4], [-1.2, -2.4, 3.5], [-3.3, 0.6, 1.8], [-0.8, 0.1, -0.2], [-4.8, 1.6, -1.8], [-1.2, -0.8, 1.6], [-0.2, -1.5, -0.6], [1.2, 1.6, 0.6], [0.4, -0.3, 0.1], [1.5, 4.9, 3.0]],
  "lowdin_charge": [-0.41, 0.18, 0.16, 0.12, 0.11, 0.05, 0.13, -0.15, 0.18, -0.16, 0.14, -0.09, 0.12, 0.19, -0.08, -0.04, 0.11, 0.12, 0.13, 0.15, 0.16, 0.10, -0.20],
  "charge": 1,
  "lumo_ha": -0.1134,
  "molar_mass_g_mol": 119.2,
  "e_above_lowest_kj_mol": 330.8,
  "e_homo_ev": -12.79
}

What is the formula in the sixth record? C5H16NO2

Look up the charge of the second one. 0